No. 1
30
Properties=species:S:1:pos:R:3 method="wB97M-V/def2-TZVPD" molar_mass_g_mol=432.3 homo_lumo_gap_ev=8.5670 total_energy_ha=-1926.11924 largest_force_ev_per_a=6.77 de_lowest_kcal_mol=0.8
C -3.216 -0.256 2.709
C -2.306 0.324 3.543
O -5.626 -0.626 4.092
H -4.799 -2.733 3.976
N 1.621 0.762 -0.895
C 0.328 0.418 -0.588
N -4.528 -2.481 3.075
H 2.539 -0.764 -5.198
H -0.157 1.038 3.515
S -4.865 -0.900 2.848
H 0.919 -0.506 -3.270
C -1.022 0.731 2.896
C 1.942 -0.067 -3.183
C 2.773 -0.261 -4.198
C 4.119 0.102 -4.162
C -1.034 0.511 1.571
S -2.581 -0.146 1.068
H -0.482 -0.139 -1.108
H 4.143 1.591 -1.234
O -5.727 -0.749 1.759
H 5.785 0.890 -2.961
C 4.656 0.671 -3.051
I 5.433 -0.456 -5.943
C 2.399 0.695 -2.087
H -2.359 0.463 4.647
C 3.702 1.027 -2.054
C 0.077 0.778 0.708
H -5.147 -2.902 2.381
N 2.131 1.525 0.106
N 1.282 1.460 1.040

=====

No. 2
100
Properties=species:S:1:pos:R:3 method="wB97M-V/def2-TZVPD" molar_mass_g_mol=833.5 homo_lumo_gap_ev=5.6389 total_energy_ha=-2982.48680 charge=-1 largest_force_ev_per_a=2.06
O -4.384 -0.056 -0.607
H -3.424 -5.001 -0.245
C -4.539 1.132 -1.360
H 3.380 7.209 0.752
H 6.123 6.457 1.343
C 4.217 -1.431 -0.179
C -6.728 2.323 -4.488
H 1.256 -0.682 4.137
H -2.852 0.842 -2.671
C -7.493 1.035 -4.234
H -5.658 2.119 -4.451
C 7.732 -2.242 0.055
H 0.784 0.641 2.094
H 3.416 -1.909 -0.745
O -0.217 -2.035 3.929
O 3.331 0.981 2.062
C -1.067 -2.732 3.047
H -3.467 -0.979 0.922
H 9.739 3.817 1.668
H -3.675 -9.003 0.552
H -3.082 1.012 2.332
H -1.064 -4.132 1.408
H -3.506 -6.502 -2.225
H 7.030 -2.965 -0.362
H 3.806 -0.586 0.371
H 4.907 -0.215 -1.805
C 7.030 -1.002 0.582
H 5.454 2.371 0.200
H 4.591 -2.158 0.545
O 6.348 -0.259 -0.405
H -4.803 0.853 1.932
H 7.769 -0.315 0.996
I 7.883 4.393 -0.489
O 2.561 3.229 2.831
H -0.531 -0.439 1.658
C -4.026 -5.910 -0.230
C 8.872 3.496 2.239
H -0.656 0.539 3.122
H -2.492 1.878 -1.294
C 0.035 -0.035 2.500
H -2.019 -7.141 1.067
H 4.353 7.718 2.129
C 5.317 -0.940 -1.102
H -5.055 -5.652 -0.481
C -2.596 -9.155 0.525
H 8.873 2.410 2.305
H 2.197 4.096 2.604
H -1.749 -2.036 2.542
H -7.234 0.630 -3.256
C 0.696 -1.127 3.315
O 3.063 6.121 2.404
P 2.857 2.427 1.486
C -0.342 -3.591 2.023
H 5.131 6.000 -0.027
H -2.446 0.178 0.091
H -7.248 0.292 -4.994
H -8.933 2.345 -6.094
H -3.807 2.060 1.119
H 1.422 -1.672 2.703
H 8.970 3.939 3.223
H 3.567 5.817 3.162
C 5.139 4.568 1.587
O -2.127 -7.277 -0.996
H -2.381 -9.886 -0.255
C -1.842 -7.861 0.261
C -3.460 0.012 0.468
H 0.303 -4.316 2.522
H 0.283 -2.996 1.357
O -6.961 2.886 -5.768
H -3.463 2.505 -2.623
C 5.170 6.012 1.062
H 8.278 -2.734 0.861
C 7.613 3.968 1.559
O 1.650 2.296 0.655
C -3.810 1.047 1.522
H -8.273 3.643 -7.071
C -8.298 3.238 -6.059
H -8.943 3.908 -4.090
H -2.294 -9.572 1.486
C 6.398 4.105 2.092
P 4.499 3.402 0.400
H -8.282 5.178 -5.116
H 6.353 -1.265 1.403
H -8.574 1.187 -4.254
H 4.242 1.136 2.343
H -4.021 -6.296 0.790
H 8.440 -1.973 -0.731
H 5.730 -1.760 -1.704
H -6.933 3.060 -3.703
I 6.285 3.418 4.204
H -1.685 -3.370 3.683
C 3.971 6.848 1.589
H -0.771 -8.063 0.256
H -4.110 -7.821 -1.241
C -3.260 1.617 -2.022
C -3.479 -6.924 -1.221
H -9.901 4.529 -5.430
H -5.273 0.891 -2.130
H -4.981 1.922 -0.741
C -8.889 4.272 -5.116

=====

No. 3
48
Properties=species:S:1:pos:R:3 method="wB97M-V/def2-TZVPD" molar_mass_g_mol=888.1 homo_lumo_gap_ev=6.0723 total_energy_ha=-6730.03614 charge=+2 largest_force_ev_per_a=0.84 de_lowest_kcal_mol=33.1
C -2.158 -1.828 -0.967
H -1.908 -4.498 -1.121
H -2.484 4.453 0.774
C 3.059 0.212 -1.680
H -2.147 4.374 -0.971
H 2.266 -0.073 -2.360
H 1.488 4.007 -0.725
C 5.106 0.908 0.070
C 5.266 1.061 -1.302
C 0.166 3.191 2.097
C 4.248 0.714 -2.181
C -3.042 -2.846 -1.668
H -4.102 -2.598 -1.601
H -2.618 -3.001 2.160
C -2.340 -3.072 1.111
H -1.099 -2.071 -1.084
C 2.885 0.071 -0.307
S -1.801 1.258 0.046
H 1.499 2.243 -0.972
C -1.702 4.461 0.018
O 1.091 -1.512 -0.082
H -1.293 -3.386 1.051
H -1.130 5.386 0.083
C -3.224 -4.115 0.443
H 0.423 3.284 -1.956
I 0.500 0.186 5.023
H 5.911 1.175 0.740
Pt -0.843 -0.421 1.233
H -3.351 -1.336 0.657
H -0.664 3.087 2.793
C 3.909 0.423 0.567
Br 6.881 1.743 -1.977
O 0.955 0.429 1.021
H -3.458 -4.890 -1.485
C 1.586 -0.422 0.209
H -2.320 -0.853 -1.422
H -3.077 -5.100 0.880
As -0.516 2.986 0.321
H -4.281 -3.855 0.502
H 0.930 2.442 2.289
N -2.879 -4.190 -1.016
N -2.429 -1.736 0.488
I -0.170 -1.821 3.444
H 0.584 4.196 2.165
H 3.779 0.305 1.635
H -2.767 -2.942 -2.717
C 0.882 3.138 -0.980
H 4.391 0.832 -3.246

=====

No. 4
11
Properties=species:S:1:pos:R:3 method="wB97M-V/def2-TZVPD" molar_mass_g_mol=111.6 homo_lumo_gap_ev=10.5333 total_energy_ha=-992.91423 largest_force_ev_per_a=2.63 de_lowest_kcal_mol=14.6
H -0.056 -2.020 -0.375
C -0.322 1.266 0.062
N 0.330 -1.005 -0.315
C -0.590 -0.183 -0.086
H 0.755 1.472 0.220
S -2.331 -0.503 0.060
H -0.911 1.742 0.897
H -2.144 -1.872 0.233
Cl 3.510 -0.435 0.022
H -0.373 1.795 -0.917
H 2.132 -0.257 0.200

=====

No. 5
54
Properties=species:S:1:pos:R:3 method="wB97M-V/def2-TZVPD" molar_mass_g_mol=575.0 homo_lumo_gap_ev=7.2251 total_energy_ha=-4096.74778 charge=+1 largest_force_ev_per_a=2.97
H 3.155 -1.313 -0.274
H 2.642 -0.840 -4.497
H -3.540 -2.275 -0.083
C -1.703 -1.368 2.184
H 3.823 -1.570 -1.856
H 2.078 0.802 5.440
As -0.043 -0.041 -0.740
C 1.486 -2.980 -2.676
H -2.595 -3.775 -0.504
H 3.274 2.992 4.854
H 2.259 0.865 -3.746
C -0.328 2.636 3.329
H -3.263 1.750 -0.048
H 0.439 0.500 4.712
H -1.947 -0.874 -3.638
H -1.481 3.729 -2.167
H 0.402 -3.843 -0.022
C -3.376 1.344 -1.078
Si -1.151 -1.879 0.489
H -3.689 0.315 -0.958
H 1.051 -2.789 1.293
C 0.139 -3.205 0.815
H 1.027 -0.131 -4.618
H -4.065 1.922 -1.731
H -2.473 -2.421 -1.562
Si 1.495 -1.144 -2.291
H -0.260 -3.918 1.544
H -0.340 2.841 -3.289
Si -1.693 1.164 -2.022
C -2.586 -2.666 -0.508
H 0.537 -3.551 -2.447
H -3.118 0.443 -3.861
C -0.775 2.859 -2.237
H 2.453 4.327 4.097
C 1.913 -0.189 -3.927
P 1.512 2.183 3.395
H 1.725 3.522 5.451
Tl 1.953 1.795 0.660
H -0.402 3.733 3.386
C 2.288 3.339 4.559
H 0.047 3.013 -1.576
H -0.723 2.380 2.366
H 3.602 0.121 -1.245
H 1.453 -3.052 -3.759
H -0.985 2.168 4.112
H -1.026 -0.583 2.589
C -2.050 0.202 -3.636
H -1.467 0.645 -4.484
H 1.979 -0.212 4.015
C 3.142 -0.952 -1.276
H -2.721 -0.933 2.313
C 1.494 0.686 4.496
H 2.237 -3.548 -2.162
H -1.805 -2.225 2.818

=====

No. 6
12
Properties=species:S:1:pos:R:3 method="wB97M-V/def2-TZVPD" molar_mass_g_mol=103.1 homo_lumo_gap_ev=10.2009 total_energy_ha=-393.80631 largest_force_ev_per_a=2.34 de_lowest_kcal_mol=133.6
O -0.786 -0.693 0.978
N -0.010 1.009 -0.127
H 1.719 0.478 1.472
H -1.849 1.877 -0.754
H -1.721 0.098 -1.181
C -1.394 0.917 -0.543
H -0.066 -1.671 -1.123
H 2.419 -0.925 0.574
C 0.533 -0.311 0.058
O 0.704 -1.092 -1.063
N 1.660 -0.319 0.852
N -1.210 0.632 0.858